# 1
ORCA calculation (the ωB97M-V functional and the def2-TZVPD basis) on a molecular structure, C42H66GeNOOsP2SSi.

Geometry (Å):
Os1 -0.87876 -0.55191 0.14536
Ge1 -3.95200 0.98210 2.36162
S1 -3.99729 3.15261 -1.42679
P1 1.24761 -1.36671 1.31455
P2 -0.70026 0.32353 -2.34226
Si1 -0.81257 -2.61652 -0.87774
O1 -0.61983 -0.66034 2.07742
N1 -2.36840 0.96815 -0.67417
C1 1.21340 -3.29024 -2.83751
C2 0.50080 1.68093 -1.71624
C3 -0.14917 2.89039 -1.02319
C4 -0.33705 -5.05942 0.60248
C5 0.89312 -0.33928 3.10431
C6 0.77893 -3.12958 1.50064
C7 3.49494 -1.39759 -0.30649
C8 2.09324 -1.86746 -4.54828
C9 1.59581 2.20665 -2.66614
C10 5.83157 -1.10374 0.64900
C11 2.72663 2.91287 -1.89975
C12 -2.83557 3.47724 -5.05576
C13 3.93858 -2.13929 2.04215
C14 0.10127 -5.83361 1.67010
C15 -2.42319 -3.34294 -1.53180
C16 -1.58324 0.96316 -3.90571
C17 -0.08663 1.11838 5.32941
C18 0.86114 -5.25046 2.67171
C19 0.39572 -2.26779 -2.34409
C20 -1.09192 0.05285 4.90443
C21 -0.02797 -3.69997 0.49725
C22 1.19424 -3.90579 2.58087
C23 -0.82198 1.94619 -4.81142
C24 -2.99435 1.42595 -3.59049
C25 2.24150 3.66289 -0.65476
C26 -0.72886 -0.54408 3.52986
C27 0.43600 -1.01162 -2.98028
C28 1.75342 -0.49129 4.37911
C29 0.79051 4.09050 -0.81912
C30 5.41897 -1.72060 1.99588
C31 5.00035 -1.66425 -0.49968
C32 -4.68537 2.42466 3.49118
C33 -1.34619 3.37528 -4.68475
C34 -3.61913 2.19178 -4.74008
C35 1.36286 0.59126 5.41684
C36 -3.03793 1.87057 -0.97902
C37 -5.13104 0.68352 0.83873
C38 1.27724 -0.84428 -4.08425
C39 -3.97638 -0.72590 3.34735
C40 -2.02949 1.54453 1.75229
C41 3.08525 -1.22534 1.17201
C42 2.06440 -3.10052 -3.91809
H1 -0.76256 4.04431 -5.32344
H2 2.04537 1.43856 5.31021
H3 1.52641 0.19062 6.42229
H4 -2.09967 0.47591 4.93059
H5 2.33320 3.02302 0.22945
H6 3.48080 2.17577 -1.60543
H7 -5.69784 2.17901 3.82359
H8 2.69236 -3.91169 -4.26927
H9 -1.78872 0.61554 2.25574
H10 -3.59591 -1.51683 2.69773
H11 -1.20193 3.72711 -3.65903
H12 1.19553 -4.26602 -2.35940
H13 6.03983 -2.59541 2.20861
H14 3.84370 -3.16904 1.68425
H15 2.05119 1.40330 -3.24230
H16 1.30941 0.10004 -4.61111
H17 -0.16372 -6.88317 1.72763
H18 3.61297 -2.15001 3.08339
H19 5.17582 -2.74255 -0.57134
H20 1.04197 0.69869 2.79268
H21 -1.72192 0.05271 -4.50394
H22 -1.41390 1.80177 2.67699
H23 3.20461 -0.50366 -0.86515
H24 0.71541 4.77163 -1.67474
H25 0.24841 1.92244 -4.65152
H26 -3.64526 1.54714 -5.62824
H27 -4.71496 3.34817 2.91300
H28 5.70395 -0.01726 0.68463
H29 3.30246 -0.18689 1.45529
H30 -4.73502 -0.12182 0.22111
H31 2.82605 -0.38721 4.16757
H32 1.78655 -3.46421 3.37339
H33 -0.95737 1.62739 -5.85187
H34 2.94249 -2.22717 -0.75795
H35 1.61682 -1.48504 4.81644
H36 5.62214 -1.00132 2.79446
H37 -5.01207 -0.94551 3.61512
H38 -1.07116 -1.59047 3.55513
H39 -3.12317 -3.51285 -0.71118
H40 5.32681 -1.23792 -1.45054
H41 -3.60682 0.55096 -3.35222
H42 -0.37632 1.51997 6.30449
H43 -2.12348 2.44049 1.18245
H44 -6.11974 0.40300 1.21282
H45 -2.87682 -2.63845 -2.23036
H46 0.45946 4.65564 0.05470
H47 1.19546 -5.83686 3.51924
H48 -5.22420 1.58324 0.23931
H49 2.74106 -1.70148 -5.40129
H50 6.89463 -1.28390 0.47326
H51 1.17120 2.91389 -3.37953
H52 -2.29033 -4.29620 -2.05906
H53 -0.95639 -5.52956 -0.15487
H54 2.88005 4.53089 -0.47123
H55 -1.08070 -0.77723 5.61188
H56 -0.51092 2.57177 -0.04966
H57 -3.38673 -0.70935 4.25563
H58 -4.05309 2.57133 4.36791
H59 -2.98030 2.02046 -2.66956
H60 3.23047 3.60953 -2.57647
H61 -4.65602 2.44009 -4.50716
H62 -0.13181 1.94953 4.62213
H63 1.03421 1.12494 -0.93788
H64 -2.93946 3.70773 -6.12087
H65 -1.02061 3.24765 -1.57497
H66 -3.27480 4.31946 -4.51830

Forces on atoms 1 to 3 (eV/Å):
Os 0.2991 1.6510 -3.1268
Ge 0.6835 1.0992 -0.1248
S -0.1096 0.6217 1.4986

Summary:
**LUMO**: 2.530 eV
**F_max**: 6.3 eV/A
**ΔE to the lowest compared entry with this formula, charge and spin**: 0.0000 eV
**Net charge**: -1
**Frontier orbital gap**: 5.888 eV
**E_tot**: -5307.65926 Eh

=====

# 2
ORCA calculation (the ωB97M-V functional and the def2-TZVPD basis) on 2 unconnected molecules or ions with the total composition C34H24BF6N.

Geometry (Å):
F1 -2.30934 0.41753 0.67187
F2 0.79294 3.47121 3.30087
F3 2.85408 0.76224 -0.03759
F4 -1.91314 2.46932 3.15925
F5 0.77280 3.96836 -0.11359
F6 1.66182 -0.62095 2.86450
N1 0.29348 0.15175 -3.81877
C1 -3.03365 2.39761 -0.38659
C2 1.73068 2.03947 1.64980
C3 -1.70884 0.77388 4.77995
C4 -1.99971 -3.99965 0.32435
C5 -0.50337 -1.58609 -5.45118
C6 0.59071 0.16965 -2.49207
C7 -2.02510 1.70166 0.26208
C8 0.45242 -0.23710 3.41468
C9 -0.50792 3.47060 -0.05039
C10 -1.30316 1.30904 3.55513
C11 0.31327 -1.09233 -1.91962
C12 0.64388 -1.49845 -0.61123
C13 2.90262 1.67053 1.00268
C14 -1.49778 4.25043 -0.63686
C15 -0.22866 -1.91471 -3.01479
C16 -1.01913 -0.32343 5.30273
C17 -2.77886 3.71334 -0.79290
C18 -0.82415 -2.95300 -5.56022
C19 0.64969 -3.39654 1.01829
C20 -0.75161 2.21616 0.52457
C21 -1.39444 -2.85176 -0.17678
C22 0.62928 1.19610 -4.77063
C23 0.02834 -4.52253 1.54907
C24 1.89963 3.02173 2.63016
C25 -0.21822 -1.09871 -4.17842
C26 3.12487 3.58733 2.96819
C27 -0.02285 -2.57244 0.07212
C28 -0.25260 0.78885 2.79174
C29 -0.55547 -3.25584 -3.14979
C30 -1.28577 -4.84963 1.17858
C31 4.16223 2.16881 1.31456
C32 0.08328 -0.83818 4.61492
C33 4.27262 3.13919 2.31102
C34 -0.86908 -3.76740 -4.42259
B1 0.28925 1.35637 1.37394
H1 5.02229 1.78319 0.77246
H2 -0.55450 -3.88755 -2.25832
H3 -1.03814 -3.38278 -6.54132
H4 0.09832 1.00577 -5.70942
H5 3.14884 4.35385 3.74291
H6 -1.24454 5.25086 -0.99068
H7 5.25075 3.54324 2.57237
H8 -1.75923 -5.74784 1.56548
H9 -3.03094 -4.23243 0.03280
H10 -2.54857 1.23464 5.30043
H11 0.45339 0.34354 0.66020
H12 -3.56746 4.30478 -1.25827
H13 1.71361 1.21673 -4.97246
H14 -1.13917 -4.81505 -4.51959
H15 0.57376 -5.15520 2.25151
H16 0.99211 1.04657 -1.99611
H17 -3.99320 1.91526 -0.57099
H18 -1.96597 -2.15678 -0.78749
H19 0.67134 -1.67674 4.98266
H20 -0.47449 -0.92417 -6.31800
H21 1.66814 -3.13464 1.30404
H22 1.57846 -1.12099 -0.18371
H23 0.34181 2.17754 -4.37465
H24 -1.34164 -0.77424 6.24507

Forces on atoms 1 to 3 (eV/Å):
F 0.1827 0.7067 -0.2079
F 0.6109 -0.2301 -0.4242
F -0.0941 0.1766 0.3375

Summary:
**LUMO**: -2.174 eV
**F_max**: 1.2 eV/A
**ΔE to the lowest compared entry with this formula, charge and spin**: 1.5506 eV
**Net charge**: 0
**Frontier orbital gap**: 5.601 eV
**E_tot**: -1988.78426 Eh

=====

# 3
ORCA calculation (the ωB97M-V functional and the def2-TZVPD basis) on a molecular structure, C28H24AlIN5O3.

Geometry (Å):
I1 -3.84507 -0.14294 0.47258
Al1 -0.00571 0.28342 0.31573
O1 -0.48047 4.96793 1.82608
O2 -0.52073 -3.55275 1.43803
O3 -1.38643 -2.96834 -1.36102
N1 -1.45377 1.50678 -0.31521
N2 1.83798 -1.00135 0.91171
N3 -0.60466 -1.52380 0.27974
N4 0.31186 0.14286 -1.55866
N5 0.50331 2.83090 1.59453
C1 -0.95943 -1.88856 -1.02410
C2 4.06170 -1.60759 1.49121
C3 1.92730 -0.21919 4.19308
C4 -3.56062 2.15671 -1.33096
C5 1.65509 -2.38102 5.21303
C6 1.41210 -2.18054 1.36081
C7 -2.77577 1.39437 -0.52651
C8 -0.01507 1.15362 3.32325
C9 -2.90558 3.21148 -2.06706
C10 -0.71395 2.37846 -1.27847
C11 -0.02253 3.88105 1.73756
C12 -0.89076 0.33817 -4.09178
C13 3.61494 -2.83257 1.96315
C14 -0.05320 -2.50090 1.07307
C15 -0.23739 -1.21547 4.28753
C16 0.30216 -2.32752 4.92291
C17 3.13254 -0.71302 0.98649
C18 0.63765 1.42280 1.93650
C19 -1.57798 3.33401 -2.03702
C20 0.31292 2.26409 4.34080
C21 -1.52772 1.09737 3.15381
C22 0.22937 1.45323 -2.19402
C23 -0.62407 -0.77710 -1.99527
C24 2.26364 -3.12509 1.90797
C25 -1.24358 -0.74146 -3.19224
C26 -0.16612 1.36646 -3.64521
C27 0.56176 -0.13787 3.91036
C28 2.46707 -1.31819 4.83959
H1 -1.86552 1.93860 2.54623
H2 2.58346 0.60147 3.92607
H3 -4.62012 1.98086 -1.40765
H4 4.31611 -3.55118 2.36901
H5 -1.07680 4.12207 -2.58802
H6 1.38657 2.45341 4.39715
H7 2.07607 -3.24580 5.71087
H8 -1.93739 -1.52385 -3.45850
H9 3.53043 -1.34548 5.04749
H10 3.43139 0.25981 0.61238
H11 -1.20897 0.29982 -5.12795
H12 -1.29757 -1.19953 4.08122
H13 -3.50582 3.90489 -2.64643
H14 1.71465 1.26905 2.04189
H15 -2.04890 1.14365 4.11411
H16 -0.03181 1.95756 5.33063
H17 5.11060 -1.34437 1.50741
H18 -1.84374 0.19303 2.63802
H19 1.84654 -4.06081 2.25063
H20 -0.34422 -3.15506 5.18634
H21 0.11795 2.17644 -4.30674
H22 1.22344 1.91245 -2.13485
H23 -0.18760 3.19951 4.09091
H24 -0.01014 2.96896 -0.68298

Forces on atoms 1 to 3 (eV/Å):
I 0.0630 -0.0329 0.0910
Al -0.1939 0.0259 -0.1815
O 0.0223 -0.0158 -0.0352

Summary:
**LUMO**: 2.381 eV
**F_max**: 0.3 eV/A
**Net charge**: -1
**Frontier orbital gap**: 6.013 eV
**E_tot**: -2121.18672 Eh